Entry 1:
This record from OMol25 describes a molecular structure, C12H26N2O11P2. The level of theory is ωB97M-V/def2-TZVPD.

Structure (XYZ):
```
53
Properties=species:S:1:pos:R:3:nbo_charge:R:1
P -1.493 2.474 -1.405 2.5078
P -0.247 4.567 -1.540 2.5127
O 0.894 4.058 -0.489 -0.7890
O -1.639 2.668 0.049 -1.0454
O -2.915 2.754 -1.216 -1.0652
O -1.045 1.035 -1.816 -0.9584
O -3.138 -1.886 2.857 -0.6433
O 0.988 -4.829 0.467 -0.6191
O -1.369 5.406 -0.879 -0.9646
O 0.224 5.660 -2.406 -1.1586
O 1.615 -0.265 -2.412 -0.5397
O -1.769 -0.655 0.158 -0.7489
O -0.694 3.355 -2.407 -0.9708
N -2.741 -3.870 1.891 -0.6017
N -0.213 -3.052 1.015 -0.6333
C 3.757 0.373 -3.202 -0.7236
C 0.497 -4.132 1.338 0.6658
C 2.244 4.196 -0.963 -0.0696
C -2.369 -2.640 2.270 0.6425
C 0.368 -0.149 1.098 -0.6394
C -0.955 -2.150 1.923 -0.1459
C -4.052 -4.452 2.176 -0.4137
C 0.681 -4.514 2.794 -0.7198
C 2.608 3.084 -1.960 -0.4293
C 2.428 1.693 -1.327 -0.5070
C 2.512 0.562 -2.351 0.5982
C -1.024 -0.717 1.361 0.0974
H -4.165 -4.600 3.252 0.2083
H -0.285 -4.714 3.253 0.2253
H 2.420 5.177 -1.419 0.2214
H 1.295 -5.413 2.842 0.2512
H -1.388 0.461 -1.099 0.5372
H 1.192 -3.709 3.320 0.2250
H 1.452 1.634 -0.847 0.2298
H -2.077 -4.424 1.371 0.4093
H 1.009 -0.321 1.962 0.2160
H 3.648 3.213 -2.275 0.2203
H 0.812 -0.619 0.220 0.2282
H -2.690 -0.819 0.404 0.5000
H -0.247 -2.835 0.027 0.4239
H 3.807 1.150 -3.969 0.2334
H 3.734 -0.604 -3.693 0.2447
H -0.421 -2.085 2.870 0.2348
H -4.839 -3.776 1.837 0.2156
H 1.985 3.171 -2.857 0.2147
H -1.180 6.188 -1.429 0.5430
H -1.506 -0.075 2.099 0.2103
H 2.918 4.129 -0.102 0.1934
H 3.188 1.537 -0.557 0.2223
H -4.161 -5.411 1.667 0.2123
H 4.652 0.431 -2.577 0.2252
H -2.590 2.814 -0.271 0.4829
H 0.288 0.925 0.942 0.2336
```

## Properties
**Gap between HOMO and LUMO**: 9.921 eV
**Net charge**: 0

=====

Entry 2:
This record from OMol25 describes a molecular structure, C12H26N2O5PRuS2. The level of theory is ωB97M-V/def2-TZVPD.

Structure (XYZ):
```
49
Properties=species:S:1:pos:R:3:nbo_charge:R:1
Ru 0.031 -0.438 1.532 0.9857
S 0.369 -1.310 3.688 -0.2286
S -0.258 -2.626 0.754 -0.2214
P 0.562 -3.005 2.580 1.7885
O 1.982 0.284 1.145 -0.6466
O 2.070 -3.315 2.437 -0.8455
O -1.933 0.359 1.288 -0.6679
O -0.073 -4.247 3.263 -0.8377
O 0.042 1.877 1.009 -0.5720
N -3.464 1.962 1.618 -0.3269
N 3.560 1.870 1.415 -0.3258
C -4.522 0.950 1.740 -0.4239
C 3.416 -4.801 3.822 -0.6397
C 4.640 0.878 1.491 -0.4244
C -1.507 -4.415 3.554 -0.0547
C 2.317 1.501 1.237 0.6723
C -1.152 2.623 1.151 -0.1513
C 3.945 3.285 1.493 -0.4316
C -1.913 -5.813 3.166 -0.6384
C 2.715 -4.648 2.500 -0.0482
C -2.233 1.584 1.387 0.6712
C 1.263 2.578 1.105 -0.1506
C -3.875 3.348 1.846 -0.4170
H 5.386 1.108 0.733 0.2329
H -4.621 0.622 2.775 0.2285
H 1.954 -5.408 2.341 0.2018
H -4.652 3.622 1.135 0.2391
H 4.058 -5.681 3.782 0.2466
H -4.290 0.094 1.117 0.2438
H 5.106 0.923 2.474 0.2308
H -5.460 1.394 1.418 0.2345
H -2.027 -5.915 2.088 0.2226
H -3.048 4.042 1.740 0.2135
H -1.372 3.166 0.228 0.2365
H -1.164 -6.527 3.508 0.2344
H 1.440 3.167 0.201 0.2347
H 3.408 -4.652 1.664 0.2117
H 5.021 3.336 1.622 0.2532
H -4.281 3.440 2.852 0.2369
H 1.278 3.245 1.972 0.2235
H 3.482 3.774 2.350 0.2231
H -2.860 -6.060 3.645 0.2445
H 4.244 -0.116 1.321 0.2466
H -1.619 -4.238 4.620 0.2094
H -2.064 -3.659 3.000 0.1909
H 3.685 3.821 0.581 0.2256
H 4.041 -3.932 4.023 0.2252
H -1.074 3.331 1.978 0.2225
H 2.704 -4.925 4.638 0.2215
```

## Properties
**Gap between HOMO and LUMO (spin up / spin down)**: 7.408 / 7.404 eV
**Net charge**: +2
**Energy above the lowest of the compared OMol25 structures with the same formula, charge and spin**: 23.0 kcal per mole
**Spin multiplicity**: 2

=====

Entry 3:
This record from OMol25 describes a molecular structure, C12H26NO2P2Pt. The level of theory is ωB97M-V/def2-TZVPD.

Structure (XYZ):
```
44
Properties=species:S:1:pos:R:3:lowdin_charge:R:1
Pt 0.044 0.047 1.071 0.9514
P 2.227 -0.511 0.829 0.7336
P -2.193 -0.003 0.702 0.7633
O -0.477 -3.052 0.093 -0.0952
O -1.341 -2.061 -2.471 -0.0099
N 0.260 0.945 -0.794 -0.0482
C 0.268 1.603 2.401 -0.2315
C -0.740 1.869 -2.718 0.1361
C 2.680 0.888 -0.278 -0.1891
C 1.618 2.100 -2.303 0.1123
C 1.515 1.289 -1.178 -0.1921
C -3.195 -1.477 0.916 -0.1858
C 2.587 -1.983 -0.148 -0.2089
C 0.503 2.403 -3.074 0.0792
C -0.852 1.146 -1.527 -0.2012
C -2.992 1.385 1.537 -0.1886
C -2.117 0.443 -1.099 -0.1983
C 3.299 -0.511 2.263 -0.1831
H -2.337 2.267 1.550 0.0594
H 4.355 -0.508 1.967 0.0967
H 3.092 0.355 2.900 0.0578
H 2.617 -2.849 0.522 0.0765
H 2.616 2.469 -2.558 0.1684
H -2.208 -2.475 -2.628 0.0979
H 3.560 0.619 -0.886 0.1350
H -3.212 1.088 2.577 0.0894
H 1.828 -2.144 -0.923 0.0555
H 3.568 -1.887 -0.629 0.0821
H -0.201 -3.972 0.252 0.1012
H 0.136 2.459 1.701 0.0264
H -1.093 -2.387 -1.637 -0.0369
H -4.136 -1.358 0.363 0.0907
H -3.410 -1.570 1.987 0.0847
H -2.640 -2.359 0.576 0.0430
H -0.562 1.499 3.131 0.0359
H 0.600 2.967 -3.998 0.1579
H -3.936 1.591 1.019 0.0901
H -2.137 -0.492 -1.699 0.0985
H 1.286 1.552 2.835 0.0147
H 2.941 1.750 0.366 0.1416
H -3.053 0.913 -1.448 0.1396
H -1.634 2.011 -3.320 0.1661
H -0.219 -2.631 0.926 -0.0021
H 3.086 -1.424 2.831 0.0858
```

## Properties
**Gap between HOMO and LUMO (spin up / spin down)**: 6.400 / 5.278 eV
**Net charge**: +3
**Energy above the lowest of the compared OMol25 structures with the same formula, charge and spin**: 0.0 kcal per mole
**Spin multiplicity**: 5

=====

Entry 4:
This record from OMol25 describes a molecular structure, C12H26NO5P2PbS. The level of theory is ωB97M-V/def2-TZVPD.

Structure (XYZ):
```
48
Properties=species:S:1:pos:R:3:nbo_charge:R:1
Pb 0.305 1.354 1.001 1.1832
S -1.218 -0.779 2.822 2.3657
P 2.538 -0.472 0.716 0.8691
P -2.174 1.100 -0.175 0.8630
O -0.571 -1.253 1.562 -1.0376
O 1.414 2.683 -1.294 -1.0013
O -0.811 0.666 3.046 -1.0525
O -2.650 -0.990 2.871 -0.9582
O -0.338 4.395 -0.436 -0.9538
N 0.093 -0.535 -1.266 -0.4949
C 2.415 -2.219 1.226 -0.9474
C -1.079 -0.990 -1.710 0.2429
C 1.219 -1.083 -1.738 0.2378
C 4.290 -0.056 1.049 -0.9365
C -1.169 -1.929 -2.750 -0.2423
C -2.455 2.281 -1.537 -0.9505
C 1.225 -2.022 -2.788 -0.2488
C 0.001 -2.436 -3.306 -0.1329
C 2.510 -0.571 -1.135 -0.7475
C -2.335 -0.516 -1.028 -0.7572
C -0.464 -1.721 4.148 -0.8769
C -3.699 1.191 0.824 -0.9542
H -2.155 -2.232 -3.074 0.2316
H 2.614 -2.268 2.307 0.2474
H -3.139 -0.419 -1.768 0.2452
H -0.193 4.372 0.538 0.4951
H 3.348 -1.201 -1.458 0.2414
H -1.157 -1.782 4.992 0.2620
H 0.469 -1.227 4.426 0.2412
H 4.584 0.820 0.459 0.2485
H -2.327 3.300 -1.138 0.2525
H 4.950 -0.904 0.829 0.2459
H -2.614 -1.234 -0.240 0.2884
H -0.255 -2.720 3.760 0.2506
H 2.185 -2.385 -3.153 0.2314
H -0.034 -3.142 -4.130 0.2357
H -4.568 1.133 0.138 0.2390
H -3.704 0.370 1.568 0.3014
H -3.698 2.157 1.363 0.2481
H -1.695 2.104 -2.313 0.2524
H 2.138 2.993 -1.851 0.4896
H -0.674 5.284 -0.613 0.5085
H 1.389 -2.568 1.063 0.2757
H 2.650 0.482 -1.486 0.2606
H 4.362 0.203 2.112 0.2505
H -3.471 2.127 -1.939 0.2422
H 3.144 -2.835 0.680 0.2368
H 0.799 3.472 -1.173 0.5091
```

## Properties
**Gap between HOMO and LUMO**: 7.971 eV
**Net charge**: +1
**Energy above the lowest of the compared OMol25 structures with the same formula, charge and spin**: 0.0 kcal per mole

=====

Entry 5:
This record from OMol25 describes a molecular structure, C12H26NiO2PS6. The level of theory is ωB97M-V/def2-TZVPD.

Structure (XYZ):
```
48
Properties=species:S:1:pos:R:3:nbo_charge:R:1
Ni 1.205 0.014 -0.017 0.6268
S -0.480 1.878 0.244 0.2669
S 1.875 -2.192 -2.265 0.2514
S 1.350 1.269 -2.404 0.2249
S -0.115 -0.500 2.524 -0.6618
S -0.820 -1.356 -0.585 0.2478
S 3.124 0.149 0.673 -0.6805
P 1.837 -0.232 2.226 1.5631
O 2.587 -1.503 2.932 -0.8529
O 2.241 0.953 3.235 -0.8421
C 3.727 0.610 5.102 -0.6289
C 2.333 -1.035 -3.577 -0.5476
C 1.452 0.182 -3.844 -0.5400
C -0.266 2.029 -2.607 -0.5402
C 3.601 1.100 3.677 -0.0640
C -0.605 2.797 -1.325 -0.5556
C 3.436 -3.718 3.045 -0.6191
C -2.209 -0.184 -0.638 -0.5337
C -0.919 -1.832 -2.334 -0.5431
C -2.063 1.009 0.294 -0.5523
C 2.469 -2.798 2.340 -0.0679
C 0.231 -2.743 -2.755 -0.5610
H 4.738 0.793 5.474 0.2046
H -2.296 0.155 -1.668 0.2049
H 3.520 -0.460 5.147 0.2223
H 3.016 1.132 5.745 0.2106
H 1.888 0.738 -4.676 0.2251
H -0.249 2.720 -3.451 0.2236
H 3.245 -3.710 4.120 0.2130
H 2.436 -1.594 -4.509 0.2219
H -3.124 -0.725 -0.395 0.2308
H 4.466 -3.403 2.871 0.2101
H -1.866 -2.352 -2.491 0.2222
H -0.935 -0.920 -2.929 0.1964
H 0.120 -3.720 -2.283 0.2388
H 2.701 -2.728 1.275 0.1835
H -1.607 3.218 -1.398 0.2273
H 0.204 -2.901 -3.836 0.2245
H 4.268 0.546 3.015 0.1928
H 3.842 2.159 3.596 0.1817
H -2.161 0.711 1.333 0.2679
H -2.849 1.733 0.068 0.2229
H 0.092 3.628 -1.208 0.2392
H 3.333 -0.713 -3.282 0.2414
H 3.317 -4.739 2.675 0.2081
H -1.004 1.256 -2.812 0.2002
H 0.449 -0.117 -4.145 0.2085
H 1.437 -3.144 2.453 0.1873
```

## Properties
**Gap between HOMO and LUMO (spin up / spin down)**: 7.375 / 6.995 eV
**Net charge**: 0
**Energy above the lowest of the compared OMol25 structures with the same formula, charge and spin**: 24.2 kcal per mole
**Spin multiplicity**: 2

=====

no.,F_max (eV/A)
1,18.9
2,1.8
3,2.5
4,1.4
5,2.9